A 7-piece molecular cluster, C17H34Cl4N2O4 overall, computed with wB97M-V/def2-TZVPD.

Properties
- DFT total energy (eV) = -79437.5065
- energy relative to the best compared isomer or geometry (same formula, charge and spin) (kcal/mol) = 0.00
- 2S+1 = 1
- E_HOMO (eV) = -8.115
- frontier orbital gap (eV) = 8.2
- structure (SMILES) = ClC(Cl)(Cl)Cl.c1cc[nH]c1.c1cc[nH]c1.CCO.CCO.CCO.CCO
- charge = 0

Cartesian coordinates (Å):
N  0.4883  -5.6221  -0.7601
C  1.0706  -4.4827  -0.3116
C  0.7157  -3.4793  -1.1999
C  0.0289  -4.0630  -2.2618
C  -0.1655  -5.3959  -1.9551
H  0.5507  -6.5192  -0.3125
H  1.6099  -4.5390  0.6204
H  0.8947  -2.4243  -1.0719
H  -0.2541  -3.4840  -3.1255
H  -0.5496  -6.2318  -2.5157
N  -0.8742  -1.3277  -5.0502
C  -0.6759  -0.6617  -3.8805
C  0.2585  0.3250  -4.1559
C  0.6527  0.2419  -5.5125
C  -0.0846  -0.8216  -6.0430
H  -1.4842  -2.1277  -5.0685
H  -1.1617  -0.8689  -2.9414
H  0.6148  1.0687  -3.4612
H  1.3186  0.8420  -6.1086
H  -0.1105  -1.2481  -7.0322
C  0.6444  0.9244  0.2317
Cl  1.6569  1.3645  1.6598
Cl  -0.5091  2.2692  -0.1089
Cl  1.6939  0.6687  -1.1500
Cl  -0.3129  -0.4991  0.5164
C  -2.9512  6.0073  -0.6324
C  -1.4312  5.8586  -0.5229
O  -0.8273  6.7065  -1.5056
H  -3.4296  5.1954  -0.0772
H  -3.2998  5.9402  -1.6614
H  -3.3078  6.9414  -0.1962
H  -1.0362  4.8690  -0.7542
H  -1.0661  6.1033  0.4792
H  -1.1654  7.5767  -1.2635
C  1.5367  -1.8104  3.6137
C  0.7447  -3.1015  3.7840
O  1.0153  -3.7270  5.0311
H  1.4320  -1.1394  4.4701
H  1.2905  -1.2569  2.7080
H  2.6280  -1.8985  3.5775
H  0.9859  -3.7944  2.9712
H  -0.3103  -2.8766  3.6323
H  1.9687  -3.8429  5.0716
C  4.0931  2.1781  5.5937
C  3.7415  2.8313  4.2413
O  4.4526  4.0348  4.1489
H  5.1720  2.0338  5.5669
H  3.5782  1.2243  5.7249
H  3.7683  2.8200  6.4099
H  2.6743  3.0733  4.2027
H  3.9041  2.1703  3.3859
H  5.1163  4.0382  3.4578
C  -4.7053  -0.5504  -1.4778
C  -3.4433  -1.1359  -0.9002
O  -3.2643  -2.4175  -1.5277
H  -4.5910  -0.3323  -2.5385
H  -4.8718  0.4147  -0.9902
H  -5.5560  -1.1881  -1.2494
H  -3.5476  -1.4258  0.1516
H  -2.5982  -0.4469  -0.9513
H  -2.7162  -2.9815  -0.9752

C13H8MgN2O5S2 as an isolated structure, computed with wB97M-V/def2-TZVPD.

Properties
- DFT total energy (eV) = -53946.4573
- energy relative to the best compared isomer or geometry (same formula, charge and spin) (kcal/mol) = 0.00
- 2S+1 = 1
- E_HOMO (eV) = -7.171
- frontier orbital gap (eV) = 6.2
- charge = 0

Cartesian coordinates (Å):
Mg  -0.0120  0.0660  0.1422
C  3.5577  -0.5753  0.3025
C  2.7847  -0.9422  -0.9204
N  1.5017  -0.7441  -1.0586
C  1.0239  -1.1757  -2.2879
C  1.9719  -1.7097  -3.0907
S  3.4883  -1.6755  -2.3005
C  -0.4141  -0.9985  -2.5446
C  -1.1290  -1.3268  -3.6462
S  -2.7690  -0.9014  -3.4170
C  -2.4265  -0.3005  -1.8533
N  -1.1650  -0.4171  -1.5357
C  -3.4545  0.2920  -0.9489
H  2.8898  -0.1273  1.0355
H  4.3438  0.1402  0.0640
H  4.0216  -1.4557  0.7460
H  1.8633  -2.1142  -4.0838
H  -0.7848  -1.7858  -4.5584
H  -4.4400  0.2932  -1.4076
H  -3.1770  1.3169  -0.7001
H  -3.4959  -0.2761  -0.0190
O  -0.7118  2.4581  5.4777
C  -0.5715  1.9718  4.3915
C  -0.6861  0.4848  4.0402
O  -0.9341  -0.4134  4.8097
C  -0.4296  0.4153  2.5995
C  -0.1797  1.6833  2.0637
O  0.0738  1.8351  0.7853
C  -0.2448  2.7215  3.0955
O  -0.0801  3.9133  2.9827
O  -0.4152  -0.6521  1.8366

One molecule with the formula C6H11N3, computed with wB97M-V/def2-TZVPD.

Properties
- DFT total energy (eV) = -10866.4572
- energy relative to the best compared isomer or geometry (same formula, charge and spin) (kcal/mol) = 100.58
- 2S+1 = 1
- E_HOMO (eV) = -8.135
- frontier orbital gap (eV) = 8.8
- structure (SMILES) = CC\C=N/C=C\N=N\C
- charge = 0

Cartesian coordinates (Å):
C  0.5067  -1.9655  -0.8034
C  -0.6549  -1.9591  -0.1028
C  0.9903  0.3220  -1.0407
C  1.1656  -0.0335  1.5895
C  -1.9472  1.3458  -0.4497
C  1.3046  0.8951  0.2933
N  0.9587  -0.8861  -1.4245
N  -1.5503  -0.9083  -0.1570
N  -1.0802  0.2387  -0.1553
H  1.1105  -2.8477  -1.0641
H  -1.3134  -2.8297  0.0674
H  1.0598  1.0958  -1.9525
H  1.8001  -0.9042  1.5548
H  -0.0420  -0.3631  1.7306
H  1.3655  0.4957  2.5210
H  -2.5847  1.2911  -1.3157
H  -2.6519  1.5190  0.4176
H  -1.4094  2.3323  -0.4537
H  2.3473  1.3973  0.2877
H  0.6249  1.7645  0.4575

C61H53IN5O8P2SSeTl as an isolated structure, computed with wB97M-V/def2-TZVPD.

Properties
- DFT total energy (eV) = -195494.8138
- energy relative to the best compared isomer or geometry (same formula, charge and spin) (kcal/mol) = 47.63
- 2S+1 = 1
- E_HOMO (eV) = -7.862
- frontier orbital gap (eV) = 7.4
- charge = 0

Cartesian coordinates (Å):
Tl  0.0078  -0.6123  -1.2376
O  3.9930  1.9154  -2.3303
S  3.0671  1.2468  -1.4295
C  4.2352  0.1893  -0.4816
C  5.4945  0.7192  -0.2531
C  6.5200  -0.0658  0.2445
C  6.2857  -1.4088  0.4789
C  5.0462  -1.9546  0.1917
C  4.0018  -1.1714  -0.2950
P  2.4506  -1.9651  -0.8954
C  2.0297  -2.8637  0.7866
C  0.8976  -2.4995  1.4949
C  0.6445  -2.9540  2.7796
C  1.5466  -3.8074  3.3874
C  2.6202  -4.2861  2.6549
C  2.8404  -3.8372  1.3661
C  2.8071  -3.5264  -1.7798
C  3.7663  -3.6025  -2.7859
C  3.9165  -4.7652  -3.5190
C  3.1022  -5.8570  -3.2685
C  2.1673  -5.8015  -2.2476
C  2.0263  -4.6448  -1.5043
C  2.6903  2.6065  -0.2218
C  3.5667  3.2705  0.6177
C  3.1698  4.4390  1.2514
C  1.8881  4.9296  1.0733
C  0.9984  4.2587  0.2545
C  1.4049  3.1152  -0.4228
P  0.3292  2.2379  -1.6207
C  -1.2594  3.1461  -1.4287
C  -2.3321  2.5272  -0.8008
C  -3.5356  3.1939  -0.6486
C  -3.6756  4.4894  -1.1136
C  -2.6166  5.1059  -1.7615
C  -1.4179  4.4380  -1.9281
C  0.8386  2.9499  -3.2207
C  1.9931  3.6963  -3.4117
C  2.2875  4.1873  -4.6721
C  1.4253  3.9634  -5.7297
C  0.2556  3.2461  -5.5338
C  -0.0330  2.7332  -4.2859
H  5.6837  1.7413  -0.5434
H  7.5009  0.3577  0.4093
H  7.0807  -2.0437  0.8474
H  4.9220  -3.0155  0.3129
H  0.1737  -1.8477  1.0268
H  -0.2479  -2.6368  3.3044
H  1.3999  -4.1201  4.4097
H  3.2927  -5.0144  3.0863
H  3.6324  -4.2921  0.7956
H  4.3845  -2.7464  -3.0036
H  4.6642  -4.8079  -4.2983
H  3.1937  -6.7502  -3.8681
H  1.5459  -6.6603  -2.0299
H  1.3103  -4.6069  -0.6953
H  4.5628  2.8904  0.7830
H  3.8635  4.9772  1.8802
H  1.5774  5.8434  1.5587
H  -0.0069  4.6343  0.1292
H  -2.2186  1.5201  -0.4334
H  -4.3667  2.6975  -0.1690
H  -4.6083  5.0185  -0.9813
H  -2.7268  6.1108  -2.1416
H  -0.6002  4.9179  -2.4476
H  2.6712  3.8944  -2.5972
H  3.2032  4.7391  -4.8253
H  1.6675  4.3444  -6.7104
H  -0.4252  3.0757  -6.3557
H  -0.9363  2.1617  -4.1220
C  -1.2836  0.4439  6.8188
O  -1.6497  0.0058  5.5357
C  -2.9380  0.2373  5.1179
C  -3.9788  0.6533  5.9261
C  -5.2281  0.8987  5.3712
C  -5.4290  0.7452  4.0147
C  -4.3984  0.3105  3.1942
C  -3.1515  0.0394  3.7374
N  -2.0263  -0.3663  3.0212
C  -1.8383  -0.3537  1.6498
N  -2.7150  -1.1408  0.9852
C  -3.0644  -1.2332  -0.3685
C  -2.2831  -0.8130  -1.4371
C  -2.8060  -0.8637  -2.7235
C  -4.0766  -1.3589  -2.9531
C  -4.8257  -1.8738  -1.9037
C  -4.3277  -1.8242  -0.6147
O  -4.9659  -2.3388  0.4960
C  -6.0586  -3.2064  0.3046
N  -0.8123  0.2191  1.1136
C  -0.0086  1.0502  1.9072
C  1.3419  0.7724  2.0626
C  2.1418  1.5631  2.8682
C  1.6012  2.6685  3.4946
C  0.2664  2.9960  3.3092
C  -0.5494  2.1991  2.5215
O  -1.8799  2.4300  2.2946
C  -2.3938  3.6978  2.6112
H  -1.7529  -0.1627  7.5982
H  -1.5421  1.4957  6.9722
H  -0.2031  0.3241  6.8668
H  -3.8350  0.7905  6.9866
H  -6.0309  1.2265  6.0141
H  -6.3942  0.9740  3.5892
H  -4.5729  0.2240  2.1326
H  -1.1814  -0.1566  3.5452
H  -3.4011  -1.5833  1.5855
H  -2.1976  -0.5261  -3.5483
H  -4.4779  -1.3877  -3.9559
H  -5.7936  -2.3086  -2.1037
H  -6.3079  -3.5931  1.2923
H  -5.7973  -4.0412  -0.3510
H  -6.9265  -2.6854  -0.1060
H  1.7588  -0.0854  1.5549
H  3.1834  1.3124  3.0023
H  2.2142  3.2859  4.1341
H  -0.1342  3.8742  3.7925
H  -3.3996  3.7257  2.1956
H  -1.7940  4.4883  2.1516
H  -2.4494  3.8669  3.6923
O  1.9343  -2.0891  -4.7225
Se  2.0340  -0.7194  -3.9480
O  0.5674  -0.1936  -3.4790
O  2.8615  -1.0264  -2.4469
O  2.8126  0.3581  -4.7624
I  -0.7484  -5.5383  -5.6768
C  -0.8038  -4.5654  -3.8422
C  -1.1178  -5.1186  -2.6232
N  -0.9880  -4.1259  -1.7238
N  -0.5993  -2.9839  -2.2961
C  -0.4995  -3.2243  -3.5859
H  -1.4044  -6.1144  -2.3569
H  -1.1206  -4.1657  -0.7267
H  -0.1921  -2.4727  -4.2809